A) The following is a quantum chemistry calculation of 4 unconnected molecules or ions with the total composition CH10NO3, from the OMol25 dataset.

Element x y z (Å)
C 0.41 1.17 -3.44
N 0.05 0.77 -2.28
H 0.72 2.19 -3.49
H 0.99 0.46 -4.09
H -0.19 1.60 -1.69
H 0.00 -0.24 -1.82
H -0.01 -1.09 2.53
H -1.42 -1.73 2.50
O -0.73 -1.37 1.94
H 0.17 1.63 3.70
H 1.13 0.69 4.37
O 0.40 0.69 3.73
H -0.50 -1.33 0.12
H -0.72 -2.13 -1.22
O -0.29 -1.31 -0.84

Its spin multiplicity is 1. The total charge is +1. The lowest unoccupied orbital energy is -4.92 eV. The calculation puts the orbital gap at 9.7431 eV. For the HOMO energy, the calculation gives -0.5389 Eh.

B) The following is a quantum chemistry calculation of 4 unconnected molecules or ions with the total composition CH10NO3, from the OMol25 dataset.

Element x y z (Å)
C -0.79 -0.21 1.35
N -0.58 -0.94 0.27
H -1.68 -0.35 1.99
H 0.16 0.20 1.66
H 0.17 -0.64 -0.50
H -1.22 -1.70 0.03
H 2.75 1.30 2.67
H 1.38 1.41 3.27
O 1.95 0.75 2.80
H -2.77 0.44 -2.17
H -1.64 0.81 -3.06
O -1.78 0.59 -2.07
H 1.12 0.18 -2.37
H 1.85 -1.18 -2.12
O 1.10 -0.66 -1.74

Its spin multiplicity is 1. The total charge is +1. The lowest unoccupied orbital energy is -4.73 eV. The calculation puts the orbital gap at 10.4306 eV. For the HOMO energy, the calculation gives -0.5572 Eh.

Verdict on stability: A) comes out on top.